DFT (ωB97M-V/def2-TZVPD) results for C21H29BClFI2NO4S as an isolated structure.

Summary:
ΔE to the lowest compared entry with this formula, charge and spin = 0.0 kcal per mole
HOMO energy = -11.93 eV
orbital gap = 7.50 eV
net charge = +1
largest force on an atom = 0.85 eV Å⁻¹

CARTESIAN COORDINATES (ANGSTROEM)
H1 -3.040 -2.477 -1.114
H2 -0.747 -0.984 3.273
H3 0.472 -2.815 2.348
C1 -0.826 -0.452 1.210
C2 -3.843 -1.949 -0.605
H4 4.138 4.214 -2.993
H5 1.254 0.647 4.346
H6 -1.783 -3.103 0.376
S1 -2.752 -5.370 1.335
C3 0.705 0.965 -0.036
H7 -0.367 4.943 -0.959
H8 3.484 1.232 -2.947
C4 -0.089 1.934 -2.219
C5 -1.799 -0.228 0.247
H9 -0.049 1.244 3.341
C6 1.020 1.038 3.364
H10 -4.477 -1.497 -1.367
O1 -2.884 -6.681 1.861
C7 3.391 1.886 -2.081
H11 -1.032 -3.416 2.969
H12 -3.665 0.344 1.834
C8 -1.158 -1.384 2.350
H13 1.518 1.982 3.168
H14 1.350 -0.967 2.659
N1 -1.489 0.562 -0.817
C9 -0.604 -2.797 2.186
C10 -0.383 3.230 -2.200
I1 -0.251 4.405 -3.918
Cl1 -3.477 -5.358 -0.567
C11 -2.465 0.799 -1.750
H15 -0.548 3.455 -0.066
H16 2.664 2.664 -2.300
C12 1.388 0.038 2.257
C13 -3.351 0.958 -2.524
O2 -3.344 -4.261 2.016
C14 -0.270 1.141 -0.996
H17 5.801 4.359 -2.357
H18 5.522 1.731 -1.946
F1 2.696 0.264 1.901
H19 -2.233 -1.433 2.502
C15 -0.873 -3.477 0.841
H20 2.668 0.012 -1.166
C16 5.060 3.685 -2.771
C17 -1.042 -4.992 1.018
H21 4.801 2.873 -0.807
H22 3.752 0.965 -0.185
C18 0.427 0.184 1.099
B1 -3.309 -0.816 0.316
H23 -4.147 1.200 -3.185
H24 5.460 3.320 -3.716
O3 -4.131 -0.235 1.223
C19 4.774 2.510 -1.835
H25 -0.761 -5.519 0.114
H26 -1.918 4.102 -0.979
I2 0.541 0.839 -3.870
H27 -0.474 -5.367 1.864
C20 2.943 1.031 -0.903
H28 -0.075 -3.306 0.123
C21 -0.838 3.965 -0.982
O4 1.836 1.662 -0.189
H29 -4.474 -2.642 -0.053

=====

DFT (ωB97M-V/def2-TZVPD) results for one molecule with the formula C2H7N3 at a distorted geometry.

Summary:
structure (SMILES) = [H]/N=C(/C)NN
ΔE to the lowest compared entry with this formula, charge and spin = 44.1 kcal per mole
HOMO energy = -9.33 eV
orbital gap = 10.28 eV
largest force on an atom = 4.14 eV Å⁻¹

CARTESIAN COORDINATES (ANGSTROEM)
N1 0.603 -0.706 -0.159
C1 -1.768 -0.528 0.015
H1 -2.641 0.076 -0.496
H2 0.507 1.869 -0.024
H3 -2.105 -0.533 1.148
H4 1.935 0.350 0.931
C2 -0.462 0.138 -0.058
H5 0.582 -1.710 0.362
H6 -1.556 -1.653 -0.352
N2 -0.439 1.428 0.009
N3 1.898 -0.213 0.066
H7 2.226 0.383 -0.727

=====

DFT (ωB97M-V/def2-TZVPD) results for one molecule with the formula C4H9N3S at a distorted geometry.

Summary:
structure (SMILES) = N[C@@]1(CS)C=NNC1
ΔE to the lowest compared entry with this formula, charge and spin = 102.1 kcal per mole
HOMO energy = -8.16 eV
orbital gap = 8.78 eV
largest force on an atom = 6.42 eV Å⁻¹

CARTESIAN COORDINATES (ANGSTROEM)
S1 -2.331 -0.248 0.040
H1 -2.818 -0.657 -1.472
H2 2.916 -1.499 -0.472
N1 2.140 -0.875 0.007
C1 1.368 1.164 0.118
C2 -1.077 0.957 -0.642
N2 2.480 0.440 -0.076
H3 0.383 -1.115 1.510
H4 -0.872 1.121 -1.665
H5 1.545 2.192 0.343
H6 0.752 -0.665 -1.872
C3 0.104 0.277 0.052
H7 -0.437 0.323 2.109
H8 0.052 -1.766 -0.429
H9 -1.363 1.888 -0.021
N3 -0.271 -0.246 1.269
C4 0.720 -0.914 -0.706

=====

DFT (ωB97M-V/def2-TZVPD) results for C4H7FN2O as an isolated structure at a distorted geometry.

Summary:
ΔE to the lowest compared entry with this formula, charge and spin = 98.6 kcal per mole
HOMO energy = -8.94 eV
orbital gap = 9.88 eV
largest force on an atom = 4.71 eV Å⁻¹

CARTESIAN COORDINATES (ANGSTROEM)
H1 -2.641 -0.146 -1.809
C1 -1.887 0.661 -1.640
N1 1.244 0.075 1.428
C2 0.557 -0.536 0.526
H2 -0.166 1.560 -0.753
H3 2.090 -2.074 0.177
C3 1.117 -1.616 -0.300
F1 -2.020 1.865 -2.265
H4 1.050 1.199 2.843
H5 1.710 -1.053 -1.382
H6 0.433 -2.519 -0.549
O1 -0.732 -0.189 0.329
N2 0.592 1.161 2.009
C4 -0.929 0.772 -0.744
H7 -0.419 0.841 2.131